Entry 1:
{
  "formula": "C7H17N2P",
  "method": "the ωB97M-V functional and the def2-TZVPD basis",
  "de_lowest_kj_mol": 112.8,
  "homo_ev": -7.779,
  "species": ["C", "C", "C", "C", "C", "C", "C", "N", "N", "P", "H", "H", "H", "H", "H", "H", "H", "H", "H", "H", "H", "H", "H", "H", "H", "H", "H"],
  "xyz": [[2.228300, 0.291263, 0.088338], [-1.239822, 1.699398, -1.560281], [-1.898515, -2.185532, 0.973134], [0.746241, 1.308430, 1.732129], [3.142438, 1.851818, 1.759991], [-1.032992, 0.209811, -1.799539], [-1.760916, -1.620396, -0.412078], [2.106757, 0.877130, 1.277470], [-1.251790, -0.485021, -0.547074], [2.443070, -0.597749, -1.170411], [-2.074541, 1.922123, -0.793980], [-0.393310, 2.139140, -1.136693], [-1.393176, 2.336771, -2.420793], [-1.258463, -3.064103, 1.024929], [-1.507793, -1.504532, 1.743268], [-2.820965, -2.476182, 1.382154], [0.644227, 2.309853, 1.513667], [-0.161040, 0.701364, 1.270302], [0.640240, 1.098349, 2.748490], [3.270504, 1.747851, 2.812053], [3.987773, 1.542487, 1.260505], [2.925779, 2.879655, 1.646124], [-1.819161, -0.198130, -2.521073], [-0.003308, -0.002034, -2.075767], [-1.115196, -4.309060, -2.747291], [-2.089459, -2.211213, -1.294718], [-0.314888, -4.261487, -2.752856]],
  "forces_ev_per_a": [[0.4, -0.3, 0.5], [-2.0, 0.3, 0.9], [2.0, 0.1, 0.4], [-1.1, -3.7, -2.0], [-1.7, -1.9, 0.2], [-2.0, -0.8, -0.3], [-0.6, 0.1, -0.2], [-1.1, 1.5, 0.3], [0.5, 0.8, 0.9], [0.0, 0.4, 0.1], [1.0, -0.6, -1.4], [1.7, 0.4, 1.0], [-0.4, -0.4, -0.6], [0.1, -0.3, 0.0], [0.1, 0.1, -0.6], [-1.7, -0.4, -0.3], [-0.5, 2.3, -0.4], [2.2, 1.1, 0.3], [0.2, 0.0, 1.9], [0.1, -0.5, 0.9], [2.2, -0.1, -0.9], [-0.6, 1.1, -0.9], [1.3, 0.5, 0.2], [-0.1, 0.0, -0.5], [1.8, 0.1, 0.0], [0.0, 0.1, 0.4], [-1.8, -0.1, 0.0]],
  "lowdin_charge": [-0.721, -0.108, -0.073, -0.056, -0.038, -0.297, -0.226, -0.250, -0.021, 0.745, 0.104, 0.021, 0.060, 0.071, 0.071, 0.046, 0.046, 0.105, 0.054, 0.077, 0.054, 0.071, 0.123, 0.021, 0.005, 0.102, 0.014]
}

***

Entry 2:
{
  "formula": "C6H12O2",
  "method": "the ωB97M-V functional and the def2-TZVPD basis",
  "de_lowest_kj_mol": 278.9,
  "smiles": "CCO/C(C)=C/CO",
  "homo_ev": -8.063,
  "species": ["C", "C", "C", "C", "C", "C", "H", "H", "H", "H", "H", "H", "H", "H", "H", "H", "H", "H", "O", "O"],
  "xyz": [[3.171725, -0.716317, 0.145152], [1.658508, -0.848566, -0.152159], [-0.229795, 0.577314, -0.247024], [-0.527377, 1.993685, 0.098868], [-1.144396, -0.529041, -0.186853], [-2.601568, -0.102966, -0.231090], [3.618909, -1.617146, 0.434978], [3.336431, -0.000983, 0.909149], [3.659525, -0.252803, -0.744414], [1.176864, -1.306579, 0.663239], [1.562972, -1.525020, -1.001962], [0.098512, 2.647337, -0.449505], [-0.226463, 2.182103, 1.208979], [-1.497923, 2.477847, 0.050629], [-0.815442, -1.558018, -0.254457], [-2.950882, 0.187894, -1.196405], [-2.690240, 0.723622, 0.513235], [-3.277057, -1.522296, 0.888275], [1.070814, 0.383866, -0.479462], [-3.393114, -1.193934, 0.030830]],
  "forces_ev_per_a": [[-1.3, 2.2, -1.9], [1.6, -0.6, -1.1], [-3.2, -4.3, 0.5], [0.4, 0.9, 2.3], [2.3, 4.9, -0.7], [1.6, -0.2, 1.4], [0.5, -1.5, 0.1], [0.0, 0.7, 1.0], [-0.1, -0.7, 0.5], [-0.8, -0.4, 1.2], [-0.2, -0.1, -0.2], [0.9, 0.6, -0.7], [-0.3, -0.5, -1.7], [-0.4, -0.9, -0.4], [-0.2, 0.1, -0.3], [0.2, 0.7, -0.8], [-0.5, -0.4, -0.6], [0.4, -0.6, 1.9], [1.3, 1.0, 0.5], [-2.1, -0.7, -1.2]],
  "lowdin_charge": [-0.047, -0.250, -0.335, -0.030, 0.006, -0.306, 0.054, 0.057, 0.092, 0.098, 0.124, 0.062, 0.129, 0.073, 0.092, 0.114, 0.115, 0.059, -0.059, -0.046]
}

***

Entry 3:
{
  "formula": "C7H16N4O3",
  "method": "the ωB97M-V functional and the def2-TZVPD basis",
  "homo_ev": [-5.624, -8.313],
  "spin_multiplicity": 3,
  "species": ["C", "C", "C", "C", "C", "C", "C", "N", "N", "N", "N", "O", "O", "O", "H", "H", "H", "H", "H", "H", "H", "H", "H", "H", "H", "H", "H", "H", "H", "H"],
  "xyz": [[0.194781, -1.747338, -1.389046], [1.181729, -1.687247, -0.204996], [-1.283110, -1.525083, -0.885065], [0.625840, -1.009011, 1.049592], [-0.059897, 0.339768, 0.605478], [2.063482, 1.478907, 0.068936], [-0.049673, 2.297767, -0.932299], [-1.331562, -0.272941, -0.207429], [-0.423009, 1.076558, 1.684206], [0.672016, 1.170122, -0.299876], [-2.501405, 0.253636, -0.121730], [-3.413218, -0.516284, -0.560444], [-2.730100, 1.341221, 0.412703], [-0.294190, -1.627474, 1.774604], [0.450635, -0.872763, -1.973185], [0.271689, -2.599835, -2.036395], [1.394445, -2.796830, -0.010415], [2.218248, -1.287333, -0.471406], [-1.880578, -1.601095, -1.826543], [-1.479480, -2.258623, -0.189587], [1.427825, -0.672808, 1.680048], [2.387506, 0.847012, 0.954776], [2.777693, 1.201135, -0.707751], [2.206112, 2.553363, 0.064827], [0.628687, 3.050309, -1.372738], [-0.740992, 1.807733, -1.624889], [-0.717941, 2.818036, -0.127177], [-1.089562, 1.760182, 1.571088], [-0.678434, 0.441582, 2.435930], [0.172451, -1.962654, 2.638782]],
  "forces_ev_per_a": [[-0.4, 2.1, 0.9], [1.2, -2.8, -0.2], [2.8, 0.2, -2.8], [2.2, 3.6, -2.8], [-0.8, -0.8, -2.1], [-0.1, -1.3, 0.0], [-1.3, -0.4, 2.2], [5.0, 0.2, -0.1], [1.2, -1.9, 3.4], [1.4, 0.0, -1.6], [0.6, 0.5, -0.4], [-3.8, -1.2, -0.3], [-1.8, 2.6, 1.0], [-0.7, -3.4, 4.7], [-0.2, 0.2, -0.6], [0.1, -0.6, 0.1], [-0.1, 1.4, 0.5], [-1.6, -0.2, 0.2], [-0.1, 0.3, 1.1], [-1.0, -2.1, 1.1], [0.8, 0.0, 0.3], [-0.4, 1.6, -0.7], [-0.1, -0.5, -0.4], [0.0, 0.3, 1.2], [-0.3, -0.7, 0.1], [0.1, 0.7, -0.3], [1.1, -0.4, -1.5], [-1.7, 1.6, -0.5], [-0.3, 0.5, 0.1], [-1.7, 0.7, -2.5]],
  "lowdin_charge": [-0.137, -0.123, -0.136, -0.398, -0.421, -0.067, -0.049, 0.031, 0.160, -0.189, -0.480, 0.137, 0.005, 0.001, 0.097, 0.101, 0.132, 0.128, 0.151, 0.090, 0.126, 0.097, 0.069, 0.071, 0.087, 0.078, 0.101, 0.043, 0.110, 0.188]
}

***

Entry 4:
{
  "formula": "C28H20BF4N5SSr",
  "method": "the ωB97M-V functional and the def2-TZVPD basis",
  "de_lowest_kj_mol": 22.1,
  "homo_ev": -7.975,
  "species": ["Sr", "S", "C", "C", "C", "C", "C", "C", "N", "C", "C", "C", "C", "C", "C", "C", "H", "H", "H", "H", "H", "H", "H", "H", "N", "C", "C", "C", "C", "C", "C", "C", "N", "C", "C", "N", "C", "H", "H", "H", "H", "H", "H", "H", "F", "B", "F", "F", "F", "C", "C", "C", "N", "C", "C", "H", "H", "H", "H", "H"],
  "xyz": [[-0.000608, -0.158502, 0.100471], [-1.507288, -1.720957, 4.732371], [-0.587745, -0.302841, 5.094629], [-0.302926, 0.272258, 6.330189], [0.461285, 1.422455, 6.353080], [0.932226, 1.992196, 5.164164], [0.648267, 1.418663, 3.941577], [-0.120005, 0.254281, 3.904475], [-0.482656, -0.430821, 2.752364], [-1.212428, -1.480651, 3.029926], [-1.769172, -2.417758, 2.026686], [-2.587855, -3.459980, 2.477260], [-3.129563, -4.345477, 1.565597], [-2.846473, -4.178377, 0.213593], [-2.029883, -3.136535, -0.204211], [-1.447825, -2.203914, 0.672480], [-0.670056, -0.169596, 7.246854], [0.696224, 1.888288, 7.300629], [1.525485, 2.896048, 5.208784], [1.008815, 1.866884, 3.023508], [-2.815994, -3.594099, 3.529554], [-3.765447, -5.153966, 1.902449], [-3.268841, -4.865842, -0.510520], [-1.843659, -3.054393, -1.272544], [9.984158, -4.042536, -3.074501], [9.095831, -3.486752, -2.604053], [7.986547, -2.787556, -2.011106], [6.681385, -3.161920, -2.313596], [5.615818, -2.491768, -1.742826], [5.850879, -1.440937, -0.863049], [7.153273, -1.061931, -0.562322], [8.217616, -1.734236, -1.134721], [4.760162, -0.743578, -0.271911], [4.827636, 0.364995, 0.553051], [3.547007, 0.693615, 0.845369], [2.681254, -0.185819, 0.231088], [3.440977, -1.024646, -0.424336], [6.498419, -3.975835, -3.000876], [4.613559, -2.793387, -2.004909], [7.352619, -0.247356, 0.116284], [9.230868, -1.439609, -0.900184], [5.754680, 0.820864, 0.841348], [3.200045, 1.512012, 1.453152], [3.081444, -1.824556, -1.047406], [0.320534, -0.056273, -2.093164], [0.862291, 0.319226, -3.457701], [0.702010, -0.784796, -4.253934], [0.116722, 1.412398, -3.850200], [2.192018, 0.636569, -3.228353], [-3.076096, 4.287748, -0.233364], [-3.294604, 3.340531, 0.754656], [-2.455119, 2.242494, 0.812142], [-1.443760, 2.056930, -0.040802], [-1.248032, 2.967688, -0.999172], [-2.036555, 4.098115, -1.128906], [-3.713525, 5.159026, -0.309316], [-4.099540, 3.442504, 1.468532], [-2.590508, 1.478514, 1.570813], [-0.449344, 2.763409, -1.704067], [-1.838923, 4.800410, -1.925944]],
  "forces_ev_per_a": [[0.0, 0.1, 0.9], [0.0, 0.0, 0.1], [0.0, 0.0, 0.1], [0.0, 0.0, 0.0], [0.0, 0.0, 0.0], [0.0, 0.0, 0.1], [0.0, 0.0, 0.0], [0.1, 0.0, -0.2], [-0.1, 0.0, 0.1], [0.0, -0.1, -0.3], [0.1, 0.2, 0.2], [-0.1, -0.1, -0.1], [0.0, 0.0, 0.0], [0.0, 0.0, 0.1], [0.0, 0.0, 0.0], [-0.2, -0.3, 0.0], [0.0, 0.0, 0.0], [0.0, 0.0, 0.0], [0.0, 0.0, 0.0], [0.0, 0.0, 0.0], [0.0, 0.0, 0.0], [0.0, 0.0, 0.0], [0.0, 0.0, 0.0], [0.0, 0.0, 0.0], [0.0, 0.0, 0.0], [0.0, 0.0, 0.0], [0.1, -0.1, -0.1], [-0.1, 0.0, 0.0], [0.1, 0.0, 0.0], [-0.1, 0.1, 0.0], [0.0, -0.1, 0.0], [0.0, 0.1, 0.0], [0.0, 0.0, 0.0], [0.0, 0.0, -0.1], [0.0, 0.0, 0.1], [0.0, 0.0, 0.1], [0.0, 0.0, -0.2], [0.0, 0.0, 0.0], [0.0, 0.0, 0.0], [0.0, 0.0, 0.0], [0.0, 0.0, 0.0], [0.0, 0.0, 0.0], [0.0, 0.0, 0.0], [0.0, 0.0, 0.0], [0.1, 0.0, -1.0], [0.0, -0.1, 0.3], [0.0, 0.0, 0.0], [0.0, 0.1, 0.0], [0.1, 0.0, 0.0], [0.0, 0.0, 0.0], [0.0, 0.0, 0.0], [0.0, 0.1, 0.0], [0.0, 0.0, 0.0], [0.0, -0.1, -0.1], [0.0, 0.0, 0.0], [0.0, 0.0, 0.0], [0.0, 0.0, 0.0], [0.0, 0.0, 0.0], [0.0, 0.0, 0.0], [0.0, 0.0, 0.0]],
  "lowdin_charge": [1.484, 1.126, -0.470, -0.086, -0.090, -0.086, -0.026, -0.320, -0.002, -0.518, -0.310, -0.091, -0.098, -0.100, -0.159, -0.206, 0.109, 0.103, 0.102, 0.100, 0.073, 0.098, 0.097, 0.081, 0.162, -0.178, -0.228, -0.007, 0.011, -0.156, 0.002, -0.012, 0.003, -0.033, -0.120, -0.024, -0.128, 0.127, 0.112, 0.105, 0.125, 0.112, 0.100, 0.137, -0.213, -1.214, 0.154, 0.135, 0.125, -0.057, -0.053, -0.137, -0.052, -0.116, -0.043, 0.111, 0.108, 0.109, 0.111, 0.112]
}

***

Record order is preserved below.
M: 160.201; 116.160; 204.230; 632.994 u